Computed, not measured: a structure of composition C2HBrF3NO in a non-equilibrium geometry, with ωB97M-V/def2-TZVPD.

Structure (XYZ):
```
9
Properties=species:S:1:pos:R:3:forces:R:3:lowdin_charge:R:1
C -0.377 0.402 -0.023 3.844 1.393 0.362 -0.5571
C -0.359 -1.112 -0.021 0.296 0.945 -0.759 -0.7026
N 0.845 1.105 0.051 -0.166 -1.676 -0.412 -0.1799
O 0.845 2.339 -0.048 0.560 -0.484 0.352 -0.1291
F 0.913 -1.567 0.102 -0.339 0.159 -0.089 0.1162
F -1.080 -1.604 0.942 -0.633 -0.571 1.720 0.1676
F -0.890 -1.637 -1.130 0.328 0.147 -0.650 0.1368
Br -1.939 1.466 -0.039 0.898 -0.913 -0.096 0.8385
H 2.042 0.608 0.167 -4.788 1.000 -0.428 0.3096
```
Forces are in eV/Å.

Properties
relative energy (zero: lowest compared OMol25 entry of this formula, charge and spin): 290.24 kJ/mol
gap between HOMO and LUMO: 9.118 eV
calculated total energy: -83819.166 eV
lowest unoccupied orbital energy: -0.21 eV